# 1
{"formula": "C42H67BrCsN3O5S2Si2Te", "method": "ωB97M-V with the def2-TZVPD basis set", "homo_ev": -1.73, "orbital_gap_ev": 5.44, "energy_ev": -174664.75401, "charge": -2, "de_lowest_kcal_mol": 29.19, "fmax_ev_per_a": 3.402, "species": ["Cs", "C", "C", "C", "C", "C", "C", "C", "C", "C", "S", "C", "N", "H", "H", "H", "H", "H", "H", "H", "H", "O", "H", "H", "O", "H", "H", "C", "C", "C", "N", "H", "H", "H", "H", "H", "Br", "C", "C", "C", "C", "C", "C", "N", "C", "C", "C", "C", "C", "C", "C", "O", "O", "C", "C", "H", "H", "H", "H", "H", "H", "H", "H", "H", "H", "H", "H", "H", "H", "C", "Si", "C", "C", "C", "Te", "C", "Si", "C", "C", "C", "H", "H", "H", "H", "H", "H", "H", "H", "H", "H", "H", "H", "H", "H", "H", "H", "H", "H", "H", "H", "H", "H", "C", "C", "C", "S", "O", "C", "C", "C", "H", "H", "H", "H", "H", "H", "H", "H", "H", "H", "H", "H", "H", "H"], "xyz": [[-0.644, -0.493, 0.371], [-4.472, -1.999, 1.130], [-5.099, -0.922, 0.298], [-6.497, -0.824, 0.176], [-7.030, 0.177, -0.591], [-6.181, 1.093, -1.242], [-6.663, 2.123, -2.062], [-5.773, 2.978, -2.677], [-4.411, 2.849, -2.473], [-3.869, 1.859, -1.646], [-2.195, 1.800, -1.392], [-4.777, 0.928, -1.034], [-4.293, -0.064, -0.284], [-5.226, -2.594, 1.644], [-3.810, -1.544, 1.867], [-3.872, -2.655, 0.500], [-7.146, -1.523, 0.692], [-8.105, 0.282, -0.707], [-7.732, 2.223, -2.200], [-6.144, 3.762, -3.330], [-3.724, 3.530, -2.959], [3.069, 0.598, 1.817], [3.322, -0.284, 1.493], [2.204, 0.456, 2.216], [-0.337, 1.587, 1.857], [-1.064, 1.912, 1.315], [-0.767, 0.848, 2.340], [4.961, 1.218, -4.181], [4.064, 0.073, -3.703], [3.745, 0.251, -2.305], [3.520, 0.454, -1.201], [5.209, 1.088, -5.232], [5.885, 1.240, -3.607], [4.455, 2.171, -4.052], [4.564, -0.892, -3.836], [3.130, 0.050, -4.268], [0.064, -2.883, -1.782], [0.877, 1.095, 6.469], [-0.568, 1.107, 6.058], [-1.189, 2.324, 5.813], [-2.518, 2.371, 5.434], [-3.218, 1.197, 5.257], [-2.601, -0.037, 5.456], [-3.377, -1.185, 5.316], [-3.046, -2.382, 4.681], [-3.838, -3.491, 4.995], [-3.555, -4.742, 4.485], [-2.463, -4.914, 3.651], [-1.708, -3.813, 3.295], [-1.987, -2.544, 3.780], [-1.247, -1.394, 3.111], [-1.932, -0.380, 2.871], [-0.073, -1.587, 2.757], [-1.281, -0.084, 5.925], [-0.634, -1.392, 6.280], [1.306, 2.087, 6.349], [1.435, 0.398, 5.848], [0.988, 0.795, 7.515], [-0.622, 3.238, 5.917], [-2.998, 3.322, 5.250], [-4.249, 1.221, 4.932], [-4.368, -0.987, 5.292], [-4.689, -3.352, 5.653], [-4.179, -5.587, 4.754], [-2.222, -5.892, 3.256], [-0.880, -3.904, 2.607], [-1.383, -2.135, 6.554], [0.055, -1.264, 7.116], [-0.078, -1.770, 5.422], [5.657, 3.475, -0.918], [4.993, 4.231, 0.705], [5.973, 5.873, 0.971], [5.352, 3.087, 2.177], [3.159, 4.612, 0.540], [1.946, 2.803, 0.226], [0.522, 4.024, -0.874], [0.933, 4.204, -2.705], [1.038, 2.485, -3.507], [2.589, 5.118, -3.050], [-0.420, 5.248, -3.578], [6.682, 3.128, -0.821], [5.628, 4.191, -1.736], [5.037, 2.626, -1.185], [7.043, 5.692, 1.028], [5.677, 6.365, 1.892], [5.804, 6.572, 0.158], [6.389, 2.767, 2.211], [4.724, 2.204, 2.101], [5.123, 3.575, 3.120], [2.968, 5.265, -0.304], [2.781, 5.113, 1.428], [0.395, 4.972, -0.357], [-0.415, 3.480, -0.799], [1.804, 1.893, -3.016], [1.254, 2.531, -4.572], [0.093, 1.969, -3.373], [3.422, 4.606, -2.582], [2.572, 6.135, -2.670], [2.792, 5.180, -4.116], [-1.387, 4.786, -3.414], [-0.259, 5.312, -4.651], [-0.463, 6.261, -3.185], [5.654, -3.872, -1.836], [4.550, -3.931, -0.783], [3.316, -3.174, -1.229], [2.303, -2.555, 0.206], [3.352, -2.191, 1.190], [1.666, -4.216, 0.747], [2.270, -4.681, 2.054], [1.838, -6.112, 2.360], [6.544, -4.404, -1.502], [5.927, -2.836, -2.029], [5.315, -4.318, -2.771], [4.902, -3.467, 0.143], [4.303, -4.975, -0.573], [2.657, -3.747, -1.872], [3.598, -2.253, -1.734], [1.842, -4.920, -0.061], [0.592, -4.075, 0.852], [1.940, -4.008, 2.846], [3.360, -4.619, 2.000], [0.752, -6.170, 2.415], [2.250, -6.456, 3.308], [2.175, -6.787, 1.573]]}



# 2
{"formula": "C2H4N4OS", "method": "ωB97M-V with the def2-TZVPD basis set", "homo_ev": [-8.42, -8.42], "orbital_gap_ev": [8.62, 8.62], "energy_ev": -20976.75918, "de_lowest_kcal_mol": 98.13, "fmax_ev_per_a": 4.383, "species": ["C", "C", "N", "N", "N", "N", "O", "S", "H", "H", "H", "H"], "xyz": [[-0.666, 0.500, 0.418], [-0.481, 0.894, -2.070], [-1.056, -0.629, 0.369], [-0.679, -0.220, -2.461], [-0.872, -1.763, -0.155], [-0.698, 1.687, 1.006], [0.505, -2.074, 0.063], [-0.098, 2.479, -1.996], [-0.979, -1.146, -2.142], [-0.115, 2.335, 0.431], [-0.545, 1.888, 1.958], [0.315, -3.080, 0.364]]}



# 3
{"formula": "C19H28EuNO2P2", "method": "ωB97M-V with the def2-TZVPD basis set", "homo_ev": [-11.44, -12.20], "s_squared": 12.021, "multiplicity": 7, "orbital_gap_ev": [5.54, 6.14], "energy_ev": -63631.60362, "charge": 2, "de_lowest_kcal_mol": 0.00, "fmax_ev_per_a": 2.739, "species": ["Eu", "P", "C", "C", "N", "C", "C", "C", "C", "C", "P", "H", "H", "H", "H", "H", "H", "H", "H", "O", "H", "H", "O", "H", "C", "H", "H", "H", "C", "H", "H", "H", "C", "H", "H", "H", "C", "H", "H", "H", "C", "C", "C", "C", "C", "C", "C", "C", "H", "H", "H", "H", "H"], "xyz": [[0.094, 1.347, -0.259], [2.468, -1.051, 0.112], [2.243, -0.543, -1.617], [0.998, -1.087, -2.310], [-0.195, -0.556, -1.959], [-1.327, -1.071, -2.488], [-1.284, -2.058, -3.469], [-0.057, -2.557, -3.894], [1.100, -2.070, -3.294], [-2.680, -0.592, -2.001], [-2.690, 1.026, -1.114], [2.092, -2.435, -3.560], [-2.224, -2.412, -3.885], [0.000, -3.312, -4.675], [-3.366, -0.529, -2.862], [-3.099, -1.334, -1.296], [2.275, 0.612, -1.678], [3.143, -0.904, -2.137], [1.127, 3.155, -1.868], [1.758, 2.333, -1.968], [1.812, 2.169, -2.924], [-0.110, 3.748, -0.191], [-0.118, 3.733, -1.194], [-0.921, 4.235, -1.426], [-2.983, 2.121, -2.558], [-3.896, 1.801, -3.078], [-3.117, 3.157, -2.212], [-2.138, 2.082, -3.261], [-4.367, 0.964, -0.404], [-4.444, 1.768, 0.339], [-5.145, 1.101, -1.168], [-4.515, 0.004, 0.109], [2.327, -2.832, 0.232], [3.283, -3.301, -0.038], [2.077, -3.081, 1.273], [1.531, -3.201, -0.426], [4.126, -0.573, 0.605], [4.099, -0.331, 1.675], [4.815, -1.410, 0.434], [4.456, 0.310, 0.042], [1.306, -0.285, 1.152], [0.703, 0.108, 2.183], [0.399, 0.165, 3.578], [-0.769, 0.780, 4.076], [-1.046, 0.762, 5.443], [-0.163, 0.144, 6.342], [1.012, -0.451, 5.862], [1.291, -0.437, 4.498], [-1.454, 1.261, 3.372], [-1.957, 1.230, 5.816], [-0.384, 0.127, 7.410], [1.712, -0.928, 6.549], [2.203, -0.900, 4.114]]}



# 4
{"formula": "C7H35NO11", "method": "ωB97M-V with the def2-TZVPD basis set", "homo_ev": -9.13, "smiles": "C=CCC(=C)CCN.O.O.O.O.O.O.O.O.O.O.O", "orbital_gap_ev": 9.01, "energy_ev": -31834.39380, "de_lowest_kcal_mol": 109.34, "fmax_ev_per_a": 10.155, "species": ["C", "C", "C", "C", "C", "C", "C", "N", "H", "H", "H", "H", "H", "H", "H", "H", "H", "H", "H", "H", "H", "H", "H", "O", "H", "H", "O", "H", "H", "O", "H", "H", "O", "H", "H", "O", "H", "H", "O", "H", "H", "O", "H", "H", "O", "H", "H", "O", "H", "H", "O", "H", "H", "O"], "xyz": [[-0.896, -0.662, 2.788], [0.396, -0.237, 3.662], [1.718, -0.058, 2.930], [2.877, -0.331, 3.490], [1.682, 0.407, 1.498], [1.604, 1.905, 1.366], [1.543, 2.393, 0.169], [-0.536, -1.740, 1.759], [-1.685, -0.990, 3.520], [-1.331, 0.166, 2.233], [0.530, -0.988, 4.427], [-0.021, 0.741, 4.161], [3.175, -0.469, 4.587], [3.690, -0.154, 2.844], [2.477, -0.252, 0.992], [0.824, -0.135, 1.005], [1.414, 2.526, 2.248], [1.731, 1.742, -0.719], [1.582, 3.483, -0.119], [-1.381, -2.432, 1.776], [0.426, -2.090, 1.919], [-4.607, -0.188, 0.746], [-3.159, -0.154, 0.211], [-3.646, -0.161, 1.069], [-0.648, 3.514, -2.108], [-0.382, 2.907, -3.238], [0.074, 3.172, -2.523], [0.493, -1.467, -1.980], [-0.039, -1.587, -0.548], [0.173, -2.081, -1.335], [-2.051, 1.925, 1.621], [-2.156, 3.403, 1.976], [-1.636, 2.795, 1.613], [-1.275, -0.763, -4.321], [-1.001, 0.334, -5.360], [-1.150, 0.323, -4.365], [-3.069, -0.605, -2.377], [-2.677, 0.716, -1.561], [-2.367, -0.103, -1.730], [0.428, 0.630, -3.666], [1.727, 1.049, -3.055], [1.344, 0.255, -3.511], [0.120, 4.476, -0.100], [-0.963, 4.158, 0.616], [-0.761, 4.612, -0.108], [3.794, -3.533, -1.039], [4.461, -3.722, 0.312], [4.323, -3.064, -0.415], [-4.463, -2.945, -0.521], [-3.185, -2.165, -0.097], [-4.072, -2.109, -0.522], [1.839, -4.720, -2.508], [1.471, -3.834, -1.297], [1.983, -4.505, -1.711]]}



# 5
{"formula": "C3H6ClNO", "method": "ωB97M-V with the def2-TZVPD basis set", "homo_ev": [-5.65, -10.23], "s_squared": 2.007, "multiplicity": 3, "orbital_gap_ev": [6.50, 6.23], "energy_ev": -19262.01083, "de_lowest_kcal_mol": 34.60, "fmax_ev_per_a": 13.136, "species": ["C", "C", "C", "N", "O", "Cl", "H", "H", "H", "H", "H", "H"], "xyz": [[0.417, -0.043, -0.360], [0.876, 1.353, 0.020], [-1.022, -0.546, 0.101], [-1.307, -1.724, 0.107], [1.271, -1.034, 0.150], [-2.224, 0.685, 0.205], [0.367, -0.251, -1.359], [0.634, 2.206, -0.664], [1.994, 1.374, 0.094], [0.562, 1.643, 1.082], [-2.209, -1.879, 0.427], [0.641, -1.784, 0.197]]}



# 6
{"formula": "C8H8BrNS", "method": "ωB97M-V with the def2-TZVPD basis set", "homo_ev": [-7.84, -7.85], "orbital_gap_ev": [7.57, 7.57], "energy_ev": -90789.38928, "de_lowest_kcal_mol": 65.66, "fmax_ev_per_a": 4.756, "species": ["C", "C", "C", "C", "C", "C", "C", "C", "N", "S", "Br", "H", "H", "H", "H", "H", "H", "H", "H"], "xyz": [[2.798, -0.492, 0.581], [2.668, 0.362, -0.595], [1.662, -0.791, 1.301], [1.423, 0.842, -0.937], [0.403, -0.317, 0.864], [0.298, 0.543, -0.200], [-2.078, 0.931, -0.016], [-2.696, -1.311, -0.528], [-0.895, 1.336, -0.436], [-3.467, 1.702, 0.326], [-4.351, -1.254, 0.361], [3.803, -1.000, 1.071], [3.423, 0.618, -1.232], [1.500, -1.349, 2.249], [1.401, 1.478, -1.823], [-0.422, -0.457, 1.541], [-2.705, -1.419, -1.530], [-1.807, -1.648, -0.067], [-0.960, 2.226, -0.930]]}



Repeat the third record exactly.
{"formula": "C19H28EuNO2P2", "method": "ωB97M-V with the def2-TZVPD basis set", "homo_ev": [-11.44, -12.20], "s_squared": 12.021, "multiplicity": 7, "orbital_gap_ev": [5.54, 6.14], "energy_ev": -63631.60362, "charge": 2, "de_lowest_kcal_mol": 0.00, "fmax_ev_per_a": 2.739, "species": ["Eu", "P", "C", "C", "N", "C", "C", "C", "C", "C", "P", "H", "H", "H", "H", "H", "H", "H", "H", "O", "H", "H", "O", "H", "C", "H", "H", "H", "C", "H", "H", "H", "C", "H", "H", "H", "C", "H", "H", "H", "C", "C", "C", "C", "C", "C", "C", "C", "H", "H", "H", "H", "H"], "xyz": [[0.094, 1.347, -0.259], [2.468, -1.051, 0.112], [2.243, -0.543, -1.617], [0.998, -1.087, -2.310], [-0.195, -0.556, -1.959], [-1.327, -1.071, -2.488], [-1.284, -2.058, -3.469], [-0.057, -2.557, -3.894], [1.100, -2.070, -3.294], [-2.680, -0.592, -2.001], [-2.690, 1.026, -1.114], [2.092, -2.435, -3.560], [-2.224, -2.412, -3.885], [0.000, -3.312, -4.675], [-3.366, -0.529, -2.862], [-3.099, -1.334, -1.296], [2.275, 0.612, -1.678], [3.143, -0.904, -2.137], [1.127, 3.155, -1.868], [1.758, 2.333, -1.968], [1.812, 2.169, -2.924], [-0.110, 3.748, -0.191], [-0.118, 3.733, -1.194], [-0.921, 4.235, -1.426], [-2.983, 2.121, -2.558], [-3.896, 1.801, -3.078], [-3.117, 3.157, -2.212], [-2.138, 2.082, -3.261], [-4.367, 0.964, -0.404], [-4.444, 1.768, 0.339], [-5.145, 1.101, -1.168], [-4.515, 0.004, 0.109], [2.327, -2.832, 0.232], [3.283, -3.301, -0.038], [2.077, -3.081, 1.273], [1.531, -3.201, -0.426], [4.126, -0.573, 0.605], [4.099, -0.331, 1.675], [4.815, -1.410, 0.434], [4.456, 0.310, 0.042], [1.306, -0.285, 1.152], [0.703, 0.108, 2.183], [0.399, 0.165, 3.578], [-0.769, 0.780, 4.076], [-1.046, 0.762, 5.443], [-0.163, 0.144, 6.342], [1.012, -0.451, 5.862], [1.291, -0.437, 4.498], [-1.454, 1.261, 3.372], [-1.957, 1.230, 5.816], [-0.384, 0.127, 7.410], [1.712, -0.928, 6.549], [2.203, -0.900, 4.114]]}